Entry 1:
DFT (the ωB97M-V functional and the def2-TZVPD basis) results for an isolated ion of composition C4H7N2O and charge +1.

Properties
E_HOMO = -0.5584 Eh
Kohn-Sham gap = 12.01 eV
Lowest unoccupied orbital energy = -3.2 eV
Relative energy (zero: lowest compared OMol25 entry of this formula, charge and spin) = 36.7 kcal per mole
SMILES string = C1=[NH+][C@@H]2O[C@@H]2CN1

```
! wB97M-V def2-TZVPD RIJCOSX def2/J DEFGRID3
* xyz 1 1
C 0.336 0.710 -1.323
C -0.559 0.770 0.973
C -0.170 -0.687 1.164
C 0.331 -1.487 0.059
N -0.091 1.359 -0.272
N 0.499 -0.575 -1.374
O -0.933 -1.651 0.460
H 0.565 1.300 -2.205
H -1.654 0.833 1.004
H -0.152 1.354 1.801
H 0.084 -0.960 2.182
H 1.080 -2.260 0.041
H -0.139 2.369 -0.315
H 0.803 -1.074 -2.193
*
```



Entry 2:
DFT (the ωB97M-V functional and the def2-TZVPD basis) results for C18H54O9S9 as an isolated structure.

Properties
E_HOMO = -0.2843 Eh
Kohn-Sham gap = 7.33 eV
Lowest unoccupied orbital energy = -0.4 eV
Relative energy (zero: lowest compared OMol25 entry of this formula, charge and spin) = 251.5 kcal per mole

```
! wB97M-V def2-TZVPD RIJCOSX def2/J DEFGRID3
* xyz 0 1
C 2.998 -0.341 3.713
S 2.110 -0.558 5.237
O 3.076 -0.557 6.483
C 1.358 1.052 5.111
H 3.719 -1.225 3.480
H 3.467 0.772 3.567
H 2.233 -0.224 2.914
H 0.921 1.106 4.234
H 2.189 1.750 5.377
H 0.723 1.063 5.905
C -1.499 0.217 -1.480
S -0.680 0.125 0.112
O -0.822 -1.420 0.445
C 0.903 0.479 -0.332
H -0.801 0.469 -2.196
H -2.395 0.763 -1.180
H -1.918 -0.848 -1.756
H 1.728 0.179 0.377
H 1.118 1.544 -0.490
H 1.125 0.430 -1.462
C 3.647 1.477 -4.946
S 2.210 0.378 -4.795
O 2.389 -0.382 -3.525
C 0.990 1.617 -4.448
H 4.509 0.953 -4.617
H 3.547 2.371 -4.350
H 3.719 1.395 -5.888
H -0.041 1.269 -4.524
H 1.087 2.461 -5.084
H 1.417 2.022 -3.523
C -1.355 -2.275 4.051
S -0.118 -2.662 2.857
O 1.120 -3.156 3.639
C -0.993 -4.171 2.406
H -2.318 -2.230 3.464
H -1.217 -1.032 4.536
H -1.282 -2.752 4.938
H -0.175 -4.779 1.782
H -1.720 -4.136 1.844
H -1.369 -5.017 3.165
C 0.567 3.342 1.852
S 1.507 4.063 3.108
O 2.886 3.334 2.858
C 1.646 5.597 2.334
H -0.380 3.984 1.804
H 0.247 2.333 2.226
H 0.838 3.472 0.715
H 2.074 5.499 1.291
H 2.156 6.219 2.848
H 0.561 6.083 2.323
C 4.386 -2.884 -1.777
S 4.309 -2.942 0.064
O 4.852 -1.642 0.635
C 2.589 -2.824 0.256
H 4.524 -3.787 -2.172
H 5.272 -2.385 -2.100
H 3.539 -2.233 -2.034
H 2.274 -3.713 0.156
H 2.105 -2.215 -0.526
H 2.371 -2.399 1.270
C -3.247 5.368 -1.168
S -1.404 5.410 -1.319
O -0.835 5.604 0.092
C -1.238 3.643 -1.602
H -3.521 6.294 -0.796
H -3.765 4.376 -0.727
H -3.710 5.405 -2.146
H -0.285 3.234 -1.998
H -1.939 3.540 -2.484
H -1.552 3.200 -0.604
C -5.820 -0.076 0.479
S -4.334 -0.989 1.149
O -4.879 -1.680 2.420
C -4.315 -2.315 -0.060
H -6.765 -0.695 0.303
H -5.523 0.422 -0.466
H -5.959 0.733 1.281
H -3.472 -3.089 -0.006
H -4.497 -2.053 -1.063
H -5.265 -2.892 0.072
C -1.347 -4.851 -2.923
S -1.271 -3.521 -4.122
O -2.711 -2.878 -4.043
C -0.086 -2.574 -3.227
H -1.917 -4.481 -2.065
H -0.426 -5.362 -2.732
H -1.894 -5.789 -3.314
H -0.248 -1.346 -3.366
H 0.790 -2.925 -3.513
H -0.486 -2.750 -2.189
*
```



Entry 3:
DFT (the ωB97M-V functional and the def2-TZVPD basis) results for one molecule with the formula C3H4N2O2.

Properties
E_HOMO = -0.3044 Eh
Kohn-Sham gap = 9.05 eV
Lowest unoccupied orbital energy = 0.8 eV
Relative energy (zero: lowest compared OMol25 entry of this formula, charge and spin) = 146.4 kcal per mole
SMILES string = O/N=c1/cc[nH]o1

```
! wB97M-V def2-TZVPD RIJCOSX def2/J DEFGRID3
* xyz 0 1
C -0.636 -0.286 -0.142
C 0.623 -1.137 -0.049
C 1.641 -0.324 0.280
H -3.250 0.589 -1.235
H 0.372 -2.185 -0.033
H 2.696 -0.677 0.306
H 1.708 1.628 1.246
N -1.759 -0.394 -0.705
N 1.233 1.014 0.425
O -2.440 0.853 -0.584
O -0.189 0.919 0.490
*
```